Here is a gas-phase ion, C3H9N2OS (charge +1) from the OMol25 dataset. Energies are from the ωB97M-V functional and the def2-TZVPD basis.

Structure (XYZ):
```
16
Properties=species:S:1:pos:R:3:mulliken_charge:R:1
S -2.069 1.240 0.039 -0.265
O 0.795 -1.386 0.508 -0.470
N -1.831 -1.569 -0.096 -0.603
N 0.839 0.859 -0.038 -0.088
C 2.242 0.992 -0.037 -0.876
C 0.245 -0.270 0.083 0.110
C -1.202 -0.340 -0.355 0.539
H -0.761 -0.472 -1.446 0.292
H 2.503 1.961 0.435 0.314
H 0.217 1.704 -0.237 0.230
H -2.435 -1.495 0.718 0.237
H -1.508 1.504 1.231 0.217
H 2.755 0.271 0.590 0.343
H -2.363 -1.957 -0.871 0.259
H 2.465 1.052 -1.127 0.336
H 0.107 -2.096 0.601 0.424
```

LUMO level, eV: -3.46
Orbital gap, eV: 10.66
Strongest force on any atom, eV Å⁻¹: 2.9
Charge: +1
HOMO level, eV: -14.124
ΔE to the lowest compared entry with this formula, charge and spin, kJ/mol: 119.7
Electronic energy, eV: -19112.70109

=====

Here is 16 unconnected molecules or ions with the total composition C50H141N9O23 from the OMol25 dataset. Energies are from the ωB97M-V functional and the def2-TZVPD basis.

Structure (XYZ):
```
223
Properties=species:S:1:pos:R:3:mulliken_charge:R:1
O 12.243 18.250 16.828 -0.337
O 21.984 14.836 14.288 -0.401
O 17.824 21.838 17.006 -0.547
O 13.129 17.561 20.036 0.068
O 9.500 15.802 9.414 0.174
O 14.826 16.880 14.024 0.854
O 16.220 12.765 15.891 -0.641
O 21.342 22.426 11.534 -0.647
O 19.158 23.311 13.064 -0.645
O 16.665 15.910 18.904 -0.471
O 11.537 13.045 19.127 -0.571
O 16.058 12.553 10.007 0.009
O 13.147 17.627 9.736 -0.033
O 11.428 14.133 16.423 -0.387
O 18.756 19.818 14.237 0.183
O 13.821 12.860 17.178 -0.290
O 21.172 15.543 8.821 -0.432
O 13.197 12.193 11.706 -0.387
O 17.707 10.308 15.995 -0.563
O 17.279 18.144 12.995 0.774
O 21.926 18.787 12.212 -0.333
O 17.527 24.600 10.975 -0.529
O 9.257 13.253 13.695 -0.491
N 9.784 11.807 10.450 -0.528
N 15.103 18.382 18.174 -0.028
N 14.377 19.477 15.212 -0.311
N 19.957 13.449 13.128 -0.407
N 14.674 14.713 8.377 -0.432
N 17.065 15.247 15.373 1.699
N 15.368 9.779 10.940 -0.617
N 19.692 16.557 12.166 0.796
N 8.203 14.850 11.662 -0.582
C 22.564 16.114 14.457 -0.584
C 20.702 14.787 14.955 0.183
C 12.612 16.916 21.217 -0.926
C 8.648 16.278 11.512 0.085
C 20.868 14.179 8.529 -0.394
C 13.716 20.194 18.834 -1.381
C 16.753 11.421 9.617 -0.627
C 16.415 10.374 15.490 -0.901
C 12.547 19.822 13.459 -1.546
C 19.553 17.771 10.023 -1.629
C 11.218 11.407 10.514 0.179
C 21.414 21.052 11.414 -0.067
C 10.113 16.355 12.040 -0.064
C 11.458 17.249 17.457 -0.590
C 13.216 16.365 9.151 -0.198
C 16.165 17.854 12.199 -1.077
C 12.242 18.239 15.459 -0.407
C 21.149 15.899 10.226 -0.279
C 13.827 13.425 12.156 1.232
C 11.841 11.237 9.087 -1.129
C 19.810 16.378 10.692 2.022
C 13.831 12.445 18.540 0.242
C 16.118 11.734 14.950 0.972
C 11.906 12.581 11.250 1.126
C 14.229 18.390 20.498 -0.994
C 20.849 12.273 15.217 -1.713
C 21.895 20.238 12.556 -0.146
C 16.365 15.424 17.635 -1.498
C 9.537 13.697 15.002 -0.783
C 16.811 13.545 10.695 0.170
C 20.016 13.443 14.585 1.700
C 18.045 22.689 12.341 0.193
C 18.758 20.966 16.295 -0.975
C 14.746 19.214 19.373 0.024
C 16.760 10.210 10.582 0.948
C 17.531 15.668 16.675 1.746
C 11.962 18.320 9.421 -0.522
C 15.401 16.702 12.744 0.817
C 11.031 13.860 15.105 1.267
C 14.694 16.096 8.821 2.263
C 8.582 16.645 10.080 -1.068
C 18.116 17.002 16.700 -0.845
C 12.442 11.981 18.994 -0.889
C 12.953 19.507 14.934 0.578
C 15.265 16.953 7.661 -1.804
C 9.074 15.522 8.098 -1.180
C 17.583 9.030 10.005 -1.701
C 16.129 15.164 19.996 -0.651
C 17.919 20.216 15.349 1.166
C 17.881 23.186 10.924 -0.457
H 16.419 13.684 15.480 0.056
H 16.370 14.361 17.654 1.110
H 20.257 18.413 10.484 0.152
H 17.784 10.843 16.776 0.344
H 10.336 16.241 13.112 0.261
H 15.703 10.022 16.227 0.305
H 18.848 23.097 10.345 0.194
H 8.587 14.302 10.885 0.140
H 18.598 18.165 10.234 0.293
H 14.658 19.326 16.227 -0.241
H 23.377 16.067 13.766 0.303
H 15.015 17.805 20.888 0.391
H 11.352 13.355 18.259 0.463
H 11.685 16.346 20.997 0.255
H 12.409 20.275 15.542 0.280
H 20.540 22.695 12.088 0.406
H 8.791 17.692 9.717 0.393
H 9.820 14.982 7.617 0.272
H 18.092 17.608 12.815 -0.460
H 19.238 20.347 17.066 0.287
H 9.520 11.830 11.461 0.151
H 13.079 19.238 12.720 0.101
H 16.401 17.570 11.155 0.031
H 17.169 22.974 12.903 0.658
H 17.085 22.600 10.410 0.333
H 12.870 19.607 18.526 0.144
H 10.728 15.540 11.583 -0.395
H 17.190 20.914 14.954 0.063
H 7.211 14.685 11.672 0.227
H 17.448 17.809 16.595 -0.743
H 11.941 16.274 17.376 0.185
H 11.944 18.589 8.370 0.369
H 17.880 15.348 14.709 -0.791
H 16.045 14.376 10.813 -0.743
H 8.040 16.954 12.161 0.381
H 15.611 19.744 19.675 0.734
H 21.849 12.412 14.868 0.442
H 7.591 16.450 9.697 0.529
H 16.360 15.671 20.939 0.441
H 14.844 10.642 11.160 0.218
H 10.461 17.149 17.026 0.465
H 11.274 10.446 8.450 0.369
H 18.038 21.602 12.464 -0.323
H 17.275 19.350 15.695 -0.663
H 15.297 18.010 7.951 0.325
H 18.978 13.394 14.944 -0.926
H 15.044 11.709 14.450 -0.312
H 9.013 14.642 15.217 0.316
H 12.490 17.659 22.022 0.349
H 11.935 12.154 8.594 0.301
H 16.605 24.602 11.029 0.309
H 13.990 14.154 11.306 -0.385
H 19.886 15.693 12.670 -0.548
H 16.038 15.788 12.852 -0.329
H 18.875 17.066 15.923 -0.124
H 13.266 13.883 12.971 0.229
H 15.510 14.481 7.887 0.298
H 14.573 16.526 12.013 -0.461
H 16.236 9.774 14.588 0.446
H 12.422 11.510 19.996 0.408
H 20.199 15.657 14.493 -0.934
H 11.956 19.292 9.957 0.205
H 10.552 17.375 11.809 0.006
H 18.534 17.175 17.711 0.627
H 8.139 14.987 7.911 0.318
H 13.379 20.717 19.699 0.527
H 19.562 21.443 15.786 0.449
H 14.837 17.811 14.402 -0.698
H 11.528 12.958 14.678 0.317
H 22.107 20.831 10.597 0.308
H 14.319 13.161 19.171 -0.245
H 11.352 10.423 11.062 0.272
H 12.874 15.570 9.795 -0.577
H 11.260 13.012 12.015 -0.617
H 19.783 17.799 8.959 0.496
H 14.662 16.878 6.750 0.359
H 15.725 17.677 18.495 -0.003
H 13.310 16.115 21.516 0.259
H 18.546 9.251 9.637 0.443
H 16.872 11.957 14.170 -0.269
H 11.331 14.688 14.305 -0.708
H 17.646 13.841 10.018 0.689
H 22.865 20.568 12.882 0.382
H 21.240 20.191 13.411 -0.172
H 18.908 24.239 12.986 0.306
H 22.999 16.258 15.464 0.302
H 12.008 13.464 10.577 -0.234
H 21.443 14.993 10.800 0.209
H 12.875 20.793 13.193 0.529
H 17.278 10.460 11.560 -0.210
H 15.607 18.774 12.135 0.186
H 15.300 16.075 9.765 -1.216
H 9.080 12.983 15.764 0.244
H 16.302 16.633 7.462 0.499
H 20.483 11.274 14.862 0.317
H 20.885 13.318 12.733 0.290
H 21.625 13.504 8.899 0.354
H 20.284 17.278 12.562 0.054
H 14.871 9.380 10.117 0.330
H 20.901 12.326 16.301 0.377
H 12.743 10.677 9.263 0.046
H 15.011 15.023 20.008 -0.081
H 14.813 20.371 14.944 0.184
H 12.692 16.312 8.227 0.784
H 16.566 14.147 20.048 0.396
H 17.794 8.332 10.860 0.368
H 20.819 14.952 16.052 0.855
H 17.314 13.235 11.659 -0.278
H 20.389 20.724 11.206 0.108
H 15.384 15.782 17.284 -0.060
H 18.267 22.646 17.222 0.286
H 11.047 17.784 9.702 -0.130
H 16.964 8.538 9.278 0.389
H 14.209 17.979 17.874 -0.241
H 8.870 13.977 13.183 0.247
H 12.125 11.223 18.355 0.371
H 9.047 16.461 7.558 0.425
H 11.425 17.617 18.506 0.033
H 11.454 19.765 13.278 0.435
H 16.325 10.987 8.685 0.395
H 14.819 13.146 12.505 -0.767
H 18.176 19.405 13.609 0.400
H 22.757 18.629 11.739 0.203
H 19.412 12.643 12.764 0.194
H 13.980 20.699 17.926 0.304
H 14.718 12.796 16.765 0.363
H 17.806 11.693 9.436 0.006
H 19.003 15.678 10.374 -1.374
H 14.417 13.993 9.101 -0.058
H 12.772 17.339 14.982 -0.130
H 19.962 13.728 8.989 -0.038
H 14.430 11.537 18.648 0.304
H 21.922 16.667 10.380 0.020
H 18.162 14.771 16.985 -0.040
H 9.274 11.093 10.033 0.253
H 20.812 14.215 7.449 0.297
H 11.217 18.217 15.116 0.556
H 21.853 16.931 14.296 0.131
H 16.434 16.013 15.082 -0.822
H 12.291 13.698 16.495 0.208
H 13.862 19.098 21.268 0.571
```

LUMO level, eV: 0.33
Orbital gap, eV: 9.11
Strongest force on any atom, eV Å⁻¹: 4.0
HOMO level, eV: -8.777
ΔE to the lowest compared entry with this formula, charge and spin, kJ/mol: 95.4
Electronic energy, eV: -114630.53860

=====

> Among the records above, which one has the lowest strongest force on any atom?

C3H9N2OS

=====

> Which value of HOMO level does entry 1 give?

-14.124 eV

=====

> Number 1 is which compound?

C3H9N2OS

=====

> What is the formula in the second record?

C50H141N9O23